Entry 1:
A single C3H4N2S3 molecule at a distorted geometry, computed with ωB97M-V/def2-TZVPD.

Positions of all 12 atoms, in Å:
C 0.7851 -2.2620 0.3436
C 1.3462 -1.9657 2.7065
C -0.4225 -0.4634 -1.6731
N 0.9559 -1.9999 1.4925
N 2.2389 0.2501 1.7753
S 0.9890 -3.0112 3.9434
S 2.3316 -0.6075 3.1554
S 0.1611 -2.2408 -1.1479
H 0.5371 0.0901 -1.6584
H -1.1855 0.0259 -1.0579
H -0.6339 -0.6550 -2.7234
H 2.5545 1.2831 1.8022

Output
energy relative to the best compared isomer or geometry (same formula, charge and spin): 386.8 kJ/mol
charge: 0
highest occupied orbital energy (alpha / beta): -7.22 / -7.92 eV
calculated total energy: -1420.62646 hartree
Kohn-Sham gap (alpha / beta): 6.23 / 6.61 eV

=====

Entry 2:
A gas-phase ion, C5H8F3N4 (charge +1) at a distorted geometry, computed with ωB97M-V/def2-TZVPD.

Positions of all 20 atoms, in Å:
N -0.0409 1.9198 0.7057
N 0.6075 1.8635 -0.5332
C 1.6011 1.0753 -0.8363
N 1.9639 0.0447 -0.0577
C 1.5860 -0.4755 1.2022
C 0.4987 -1.2343 1.4334
C -0.6963 -1.3564 0.5724
N -1.0979 -0.4985 -0.2631
C -2.2356 -0.7927 -1.0468
F -3.2250 0.1010 -0.9125
F -1.8157 -0.6611 -2.2842
F -2.7656 -2.0069 -0.9150
H 0.0607 1.0477 1.1569
H -0.9900 2.3291 0.6584
H 0.3808 2.5360 -1.2531
H 2.0559 1.2109 -1.9169
H 2.5126 -0.5486 -0.6423
H 2.3767 -0.4544 1.8292
H 0.5134 -1.7234 2.4079
H -1.2902 -2.3761 0.6952

Output
energy relative to the best compared isomer or geometry (same formula, charge and spin): 269.5 kJ/mol
structure (SMILES): N/[NH+]=C\N/C=C\C=N\C(F)(F)F
charge: +1
highest occupied orbital energy: -13.58 eV
calculated total energy: -713.62426 hartree
Kohn-Sham gap: 9.05 eV

=====

Entry 3:
A molecular structure, C36H56HgN3OP2 at a distorted geometry, computed with ωB97M-V/def2-TZVPD.

Positions of all 99 atoms, in Å:
C 0.2373 0.0914 -3.1041
C -1.6453 -1.1474 -2.3727
C -0.1377 -0.0691 -4.4409
C -1.8666 -1.5693 -3.7076
C -1.1789 -0.9444 -4.7366
H 0.4135 0.4609 -5.2253
H -2.6549 -2.2623 -3.8868
H -1.4530 -1.1482 -5.7641
N -0.4965 -0.4411 -2.1180
P 2.2701 0.3845 -1.1536
P -2.4275 -0.5914 0.2227
C 1.5166 0.9083 -2.7666
H 2.2594 0.8110 -3.5892
H 1.2518 1.9864 -2.7008
C 1.3079 0.9179 2.2829
O 0.8087 0.9234 3.3316
C -2.6829 -1.2942 -1.3907
H -3.2283 -2.2618 -1.4635
C -2.9993 -1.6644 1.7711
C -3.8049 0.5766 -0.3258
C 3.2228 -1.1885 -1.5314
C 3.3519 1.8120 -0.5919
C -1.7964 -1.9341 2.7055
H -1.3607 -0.9953 3.0657
H -2.1525 -2.5108 3.5767
H -1.0130 -2.5141 2.2055
C -4.0550 -0.9223 2.6042
H -3.6699 0.0467 2.9481
H -4.9950 -0.7784 2.0588
H -4.2816 -1.5271 3.4978
C -3.5428 -3.0066 1.2817
H -3.8962 -3.5735 2.1584
H -4.3950 -2.8943 0.5998
H -2.7437 -3.5807 0.7902
C -4.0252 1.6560 0.7282
H -3.0714 1.9805 1.1607
H -4.4841 2.5193 0.2252
H -4.6946 1.3298 1.5281
C -3.3290 1.2564 -1.6295
H -2.3392 1.7039 -1.4835
H -3.2897 0.5605 -2.4737
H -4.0523 2.0303 -1.9033
C -5.0747 -0.2565 -0.6118
H -4.8650 -1.2781 -0.9547
H -5.7347 -0.3218 0.2615
H -5.6256 0.2225 -1.4339
C 4.1283 1.3537 0.6595
H 4.7021 2.2145 1.0347
H 3.4341 1.0325 1.4544
H 4.8423 0.5476 0.4431
C 2.4514 3.0008 -0.1903
H 1.7980 3.3224 -1.0140
H 1.8304 2.7585 0.6822
H 3.1081 3.8444 0.0797
C 4.3032 2.2787 -1.7049
H 3.7734 2.4366 -2.6558
H 4.7340 3.2429 -1.3933
H 5.1369 1.5880 -1.8711
C 2.4141 -2.0631 -2.4982
H 2.3141 -1.6091 -3.4880
H 2.9326 -3.0227 -2.6307
H 1.4112 -2.2760 -2.1118
C 3.4175 -1.9704 -0.2188
H 2.4617 -2.3408 0.1629
H 4.0647 -2.8348 -0.4189
H 3.8922 -1.3765 0.5670
C 4.5867 -0.8911 -2.1634
H 4.5026 -0.2719 -3.0640
H 5.2892 -0.4212 -1.4669
H 5.0415 -1.8442 -2.4672
Hg 0.1735 0.1698 0.1717
N 0.2295 -2.5940 0.2345
C -0.2231 -3.5631 -0.2298
C -0.7847 -4.7532 -0.9107
C -2.2131 -4.8320 -1.5202
C 0.2016 -4.8966 -2.0868
C -0.6406 -5.6990 0.3028
H -3.0348 -4.6316 -0.8196
H -2.3447 -4.1761 -2.3963
H -2.3749 -5.8666 -1.8879
H 1.2161 -4.6458 -1.7295
H 0.2011 -5.9009 -2.5417
H -0.0895 -4.1320 -2.8476
H -1.3127 -6.5760 0.2808
H 0.4366 -5.9547 0.3384
H -0.8806 -5.1328 1.2377
N -0.8604 2.4521 -0.0270
C -0.8208 3.3308 0.7611
C -0.7831 4.3984 1.6625
C -0.9186 4.1548 3.0422
C -0.8699 5.2297 3.9220
C -0.6976 6.5300 3.4300
C -0.5734 6.7633 2.0528
C -0.6170 5.6972 1.1589
H -1.0557 3.1325 3.4063
H -0.9712 5.0530 4.9958
H -0.6636 7.3697 4.1227
H -0.4448 7.7780 1.6631
H -0.5282 5.8500 0.0814

Output
energy relative to the best compared isomer or geometry (same formula, charge and spin): 0.0 kJ/mol
charge: +1
highest occupied orbital energy: -8.39 eV
calculated total energy: -2480.68451 hartree
Kohn-Sham gap: 5.19 eV

=====

Entry 4:
A single C19H14N2O6 molecule at a distorted geometry, computed with ωB97M-V/def2-TZVPD.

Positions of all 41 atoms, in Å:
C 1.4550 3.7734 1.3958
C 0.4151 2.7428 1.1065
O -0.7370 2.9713 1.4439
O 0.9140 1.5472 0.7291
C 0.0981 0.6640 0.1046
C 0.1449 -0.6960 0.4295
C -0.4488 -1.7781 -0.3742
O -1.1779 -1.7779 -1.3784
C 0.2586 -2.9508 0.0405
C 0.2465 -4.2375 -0.5240
C 1.0278 -5.2604 0.0535
C 1.8822 -4.9233 1.1246
C 1.9840 -3.5963 1.5549
C 1.1178 -2.6293 1.0743
N 0.9856 -1.2712 1.3940
C 1.1549 -0.8426 2.7262
C 0.2716 0.2443 3.3915
O 1.8312 -1.4971 3.5144
C -0.6460 1.1852 -1.0523
C 0.0486 1.7022 -2.1366
C -0.6767 2.2349 -3.2051
C -2.0935 2.2563 -3.2496
N -2.7972 2.7308 -4.3870
O -4.0160 2.9321 -4.2707
O -2.1846 2.8722 -5.4560
C -2.7247 1.7038 -2.1275
C -2.0296 1.2561 -0.9993
H 1.9309 4.0793 0.4594
H 2.2449 3.3583 2.0753
H 0.9889 4.6288 1.8804
H -0.4783 -4.3927 -1.3415
H 0.9590 -6.2562 -0.2930
H 2.5078 -5.6968 1.5695
H 2.6864 -3.3300 2.3288
H -0.6371 0.4136 2.8286
H -0.0423 -0.1182 4.4156
H 0.7890 1.2245 3.5524
H 1.1535 1.6554 -2.1886
H -0.0583 2.5562 -4.0205
H -3.8052 1.6564 -2.0694
H -2.5434 0.8651 -0.1195

Output
energy relative to the best compared isomer or geometry (same formula, charge and spin): 0.0 kJ/mol
structure (SMILES): CC(=O)O/C(=C1/C(=O)c2ccccc2N1C(C)=O)c1ccc([N+](=O)[O-])cc1
charge: 0
highest occupied orbital energy: -8.93 eV
calculated total energy: -1293.27374 hartree
Kohn-Sham gap: 7.69 eV

=====

Entry 5:
A gas-phase ion, C4H9N2O2 (charge +1), computed with ωB97M-V/def2-TZVPD.

Positions of all 17 atoms, in Å:
N 1.0197 2.2708 0.6330
C 0.5183 0.8498 0.6626
C 0.2027 0.5295 -0.8021
O 0.5781 1.3802 -1.5917
N -0.3780 -0.6005 -1.2628
C -1.0672 -1.7186 -0.6681
C -0.6695 -2.1913 0.7107
O 0.0926 -1.6042 1.4389
H 0.9052 2.7497 1.5204
H 1.9931 2.3350 0.3358
H 0.5050 2.8113 -0.0481
H 1.3320 0.2341 1.0075
H -0.3152 0.8502 1.3359
H -0.3410 -0.5821 -2.2608
H -1.0014 -2.5783 -1.3266
H -2.1725 -1.6035 -0.6141
H -1.2020 -3.1322 0.9295

Output
energy relative to the best compared isomer or geometry (same formula, charge and spin): 68.0 kJ/mol
structure (SMILES): [NH3+]CC(=O)NCC=O
charge: +1
highest occupied orbital energy: -13.96 eV
calculated total energy: -417.55545 hartree
Kohn-Sham gap: 10.53 eV

=====

What is the formula in the first record? C3H4N2S3

=====

energy relative to the best compared isomer or geometry (same formula, charge and spin) of number 1 (C3H4N2S3)? 386.8 kJ/mol